(1)
Density functional theory data (the ωB97M-V functional and the def2-TZVPD basis) for a molecular structure, C9H30N14O13Pb2 at a distorted geometry.

Structure (ORCA input):
```
! RIJCOSX wB97M-V def2-TZVPD def2/J DEFGRID3
* xyz 2 1
Pb 4.146 -2.119 -1.163
Pb 3.666 2.068 -0.252
O 4.139 0.745 2.241
C 4.626 -0.342 1.741
O 5.013 -1.260 2.463
O 4.745 -0.295 0.545
H 3.981 0.439 3.138
O 0.076 -0.369 -0.128
C 1.130 0.397 -0.195
O 1.178 1.494 0.204
O 2.161 -0.017 -0.733
H 0.124 -1.077 -0.775
C -2.157 2.443 -1.447
O -1.889 1.755 -2.424
N -1.289 3.078 -0.664
N -3.465 2.730 -1.238
H -1.696 3.663 0.052
H -0.433 2.585 -0.455
H -3.704 3.084 -0.323
H -4.237 2.223 -1.647
C 0.659 2.075 -4.458
O 1.693 2.467 -4.905
N -0.508 2.236 -4.951
N 0.580 1.326 -3.411
H -0.550 2.839 -5.759
H -1.296 1.932 -4.397
H -0.181 1.518 -2.775
H 1.484 1.014 -3.086
C -1.912 -4.192 -0.252
O -2.167 -3.529 -1.210
N -1.042 -3.757 0.659
N -2.238 -5.450 0.016
H -0.785 -4.332 1.449
H -0.536 -2.921 0.403
H -2.122 -5.914 0.905
H -2.893 -5.939 -0.577
C 2.352 4.243 2.342
O 3.031 3.853 1.446
N 2.913 4.471 3.537
N 1.037 4.070 2.401
H 3.919 4.389 3.544
H 2.372 4.112 4.311
H 0.637 4.259 3.309
H 0.690 3.440 1.691
C -4.154 0.002 1.363
O -5.172 0.513 1.749
N -3.076 0.648 1.119
N -3.991 -1.273 1.011
H -3.061 1.646 1.270
H -2.408 0.342 0.426
H -3.061 -1.658 0.924
H -4.688 -1.980 0.825
C 0.241 -1.031 3.491
O 0.410 -1.519 4.559
N -0.799 -0.468 2.965
N 1.129 -1.265 2.570
H -1.622 -0.403 3.546
H -0.720 -0.196 1.995
H 0.930 -1.647 1.657
H 2.047 -1.502 2.918
C 1.253 -2.754 -2.780
O 2.317 -2.244 -2.654
N 1.056 -3.963 -2.220
N 0.165 -2.095 -3.215
H 0.236 -4.282 -1.724
H 1.906 -4.306 -1.797
H 0.213 -1.156 -3.584
H -0.402 -2.843 -3.587
*
```

Electronic energy in hartree: -2491.01478

***

(2)
Density functional theory data (the ωB97M-V functional and the def2-TZVPD basis) for 2 unconnected molecules or ions with the total composition C5H9NO at a distorted geometry.

Structure (ORCA input):
```
! RIJCOSX wB97M-V def2-TZVPD def2/J DEFGRID3
* xyz 0 1
C -0.968 -1.549 0.010
C -0.841 -1.006 1.266
N 0.254 -0.157 1.234
C 0.790 -0.119 -0.030
C -0.041 -0.882 -0.828
C 1.901 0.789 -0.387
H -1.416 -2.514 -0.165
H -1.286 -1.265 2.210
H 0.482 0.470 1.974
H 0.141 -1.054 -1.876
H 1.578 1.811 -0.601
H 2.586 0.851 0.465
H 2.450 0.439 -1.257
H -2.653 1.369 -0.742
H -1.186 1.041 -0.746
O -1.792 1.776 -0.527
*
```

Energy above the lowest of the compared OMol25 structures with the same formula, charge and spin in kJ/mol: 91.7
Electronic energy in hartree: -325.90264
SMILES string: Cc1ccc[nH]1.O

***

(3)
Density functional theory data (the ωB97M-V functional and the def2-TZVPD basis) for 2 unconnected molecules or ions with the total composition C6H14N2O2 at a distorted geometry.

Structure (ORCA input):
```
! RIJCOSX wB97M-V def2-TZVPD def2/J DEFGRID3
* xyz 0 1
O 1.413 -9.124 -3.621
C 1.265 -9.293 -2.410
N 1.592 -10.396 -1.768
C 1.591 -7.008 -1.526
C 0.633 -8.184 -1.567
H 1.504 -10.388 -0.748
H 2.211 -11.071 -2.223
H 1.084 -6.249 -0.905
H 1.744 -6.592 -2.536
H 2.577 -7.224 -1.081
H 0.426 -8.558 -0.546
H -0.318 -7.798 -1.983
O 5.441 -8.307 -2.266
C 5.823 -9.027 -3.198
N 4.984 -9.400 -4.131
C 8.159 -8.199 -3.513
C 7.322 -9.478 -3.397
H 5.250 -9.977 -4.933
H 4.029 -9.043 -4.052
H 8.156 -7.697 -2.531
H 7.721 -7.515 -4.260
H 9.203 -8.409 -3.799
H 7.276 -10.146 -4.278
H 7.808 -10.039 -2.575
*
```

Energy above the lowest of the compared OMol25 structures with the same formula, charge and spin in kJ/mol: 39.9
Electronic energy in hartree: -497.04232
SMILES string: CCC(N)=O.CCC(N)=O

***

(4)
Density functional theory data (the ωB97M-V functional and the def2-TZVPD basis) for 3 unconnected molecules or ions with the total composition C23H49N6O9P3 at a distorted geometry.

Structure (ORCA input):
```
! RIJCOSX wB97M-V def2-TZVPD def2/J DEFGRID3
* xyz 0 1
O 3.154 -7.319 -0.181
C 2.836 -6.700 -1.145
O 1.563 -6.368 -1.390
C 1.408 -5.296 -2.343
C 1.512 -3.941 -1.628
C 2.785 -3.163 -1.988
C 2.876 -1.890 -1.099
C 3.998 -1.901 -0.111
C 5.254 -1.449 -0.305
P 5.779 -0.752 -1.913
O 7.142 -0.239 -1.876
O 4.758 0.390 -2.355
O 5.587 -1.947 -2.972
C 6.261 -1.501 0.807
O 7.447 -1.352 0.646
C 5.748 -1.726 2.183
C 4.519 -2.191 2.387
C 3.634 -2.452 1.243
O 2.606 -3.079 1.391
H 3.558 -6.387 -1.915
H 2.167 -5.367 -3.124
H 0.423 -5.439 -2.775
H 1.484 -4.134 -0.558
H 0.652 -3.329 -1.898
H 2.629 -2.818 -3.010
H 3.674 -3.789 -1.944
H 1.952 -1.802 -0.534
H 2.921 -1.022 -1.747
H 4.135 0.025 -2.999
H 6.155 -2.658 -2.640
H 6.406 -1.513 3.013
H 4.149 -2.391 3.382
O -0.034 0.129 -1.943
P -0.082 1.311 -2.876
N -0.608 2.547 -1.807
C -1.814 2.354 -1.011
C 0.481 2.979 -0.931
N -1.288 0.713 -4.002
C -2.703 0.961 -3.820
C -1.064 -0.666 -4.419
N 0.459 2.473 -4.003
C -0.068 3.807 -4.183
C 1.438 2.062 -4.998
H -1.983 3.228 -0.381
H -1.759 1.474 -0.359
H -2.700 2.269 -1.636
H 1.377 3.201 -1.517
H 0.739 2.209 -0.193
H 0.202 3.892 -0.405
H -3.111 0.468 -2.925
H -3.252 0.593 -4.689
H -2.914 2.031 -3.765
H -1.401 -1.394 -3.668
H -0.002 -0.846 -4.604
H -1.591 -0.858 -5.356
H -1.113 3.880 -3.896
H 0.002 4.074 -5.240
H 0.492 4.552 -3.609
H 0.957 1.852 -5.963
H 1.957 1.155 -4.682
H 2.202 2.828 -5.149
O -2.423 2.523 2.633
P -3.055 1.955 3.867
N -2.345 0.394 3.978
C -2.411 -0.516 2.842
C -0.963 0.483 4.445
N -4.728 1.956 3.336
C -5.339 0.807 2.703
C -5.119 3.182 2.651
N -3.500 1.959 5.508
C -3.780 0.798 6.320
C -3.789 3.237 6.139
H -1.894 -1.444 3.095
H -1.951 -0.106 1.934
H -3.435 -0.800 2.615
H -0.903 1.104 5.344
H -0.303 0.921 3.686
H -0.589 -0.507 4.710
H -4.897 0.575 1.721
H -6.405 0.994 2.558
H -5.275 -0.077 3.341
H -4.785 3.204 1.604
H -4.701 4.056 3.151
H -6.206 3.286 2.675
H -4.144 -0.041 5.733
H -4.558 1.052 7.044
H -2.899 0.462 6.877
H -4.871 3.414 6.198
H -3.348 4.059 5.572
H -3.372 3.289 7.148
*
```

Electronic energy in hartree: -2935.50504
SMILES string: O=COCCCCC1=C(P(=O)(O)O)C(=O)C=CC1=O.CN(C)P(=O)(N(C)C)N(C)C.CN(C)P(=O)(N(C)C)N(C)C

***

(5)
Density functional theory data (the ωB97M-V functional and the def2-TZVPD basis) for a molecular structure, C32H31BBrN8O5Ti at a distorted geometry.

Structure (ORCA input):
```
! RIJCOSX wB97M-V def2-TZVPD def2/J DEFGRID3
* xyz 0 2
Ti -3.739 -5.356 17.694
C -7.977 -5.767 16.082
C -6.570 -5.929 15.977
N -5.958 -5.306 16.979
N -6.940 -4.709 17.791
C -8.142 -5.034 17.241
B -6.602 -4.103 19.160
N -6.021 -5.210 20.027
C -6.178 -5.464 21.367
C -5.377 -6.541 21.715
C -4.682 -6.903 20.524
N -5.039 -6.076 19.534
N -5.384 -3.122 18.853
C -5.194 -1.859 19.299
C -4.123 -1.275 18.646
C -3.629 -2.256 17.771
N -4.365 -3.374 17.910
H -8.723 -6.201 15.401
H -6.025 -6.480 15.236
H -9.075 -4.697 17.660
H -7.538 -3.501 19.680
H -6.864 -4.906 21.976
H -5.271 -7.043 22.663
H -3.908 -7.660 20.392
H -5.869 -1.438 20.041
H -3.726 -0.257 18.684
H -2.791 -2.192 17.085
C -0.853 -5.053 21.185
C -1.351 -4.883 19.801
O -2.480 -5.379 19.478
C -0.477 -4.187 18.923
C 0.694 -3.532 19.427
C 1.478 -2.827 18.558
C 1.152 -2.829 17.182
C 0.033 -3.464 16.654
C -0.846 -4.124 17.531
O -1.908 -4.693 17.046
H -1.522 -5.636 21.814
H -0.665 -4.059 21.683
H 0.176 -5.509 21.169
H 0.921 -3.569 20.488
H 2.331 -2.266 18.906
H 1.837 -2.307 16.522
H -0.164 -3.432 15.602
C -6.136 -9.002 18.015
O -4.834 -8.384 17.878
C -3.955 -9.039 17.102
C -4.297 -10.137 16.343
C -3.312 -10.876 15.687
Br -3.900 -12.397 14.837
C -1.983 -10.463 15.717
C -1.608 -9.287 16.425
C -2.633 -8.478 17.107
O -2.456 -7.337 17.676
C -0.239 -8.873 16.385
N 0.177 -7.705 16.871
C 1.560 -7.609 16.690
C 2.422 -6.604 17.094
C 3.792 -6.760 16.792
C 4.217 -7.929 16.163
C 3.351 -8.985 15.742
C 2.009 -8.796 16.026
N 0.833 -9.570 15.856
H -6.098 -10.048 18.403
H -6.713 -9.018 17.080
H -6.685 -8.417 18.753
H -5.322 -10.476 16.242
H -1.288 -11.060 15.132
H -0.461 -7.021 17.287
H 2.046 -5.706 17.575
H 4.479 -5.930 16.987
H 5.263 -8.114 15.988
H 3.755 -9.823 15.185
H 0.799 -10.461 15.374
C -3.332 -5.459 14.674
O -3.842 -5.847 15.966
H -2.265 -5.292 14.760
H -3.841 -4.550 14.317
H -3.494 -6.261 13.933
*
```

Energy above the lowest of the compared OMol25 structures with the same formula, charge and spin in kJ/mol: 16.3
Expectation value of S²: 0.75
Electronic energy in hartree: -5500.78522

***

(6)
Density functional theory data (the ωB97M-V functional and the def2-TZVPD basis) for C5H7NO in the gas phase at a distorted geometry.

Structure (ORCA input):
```
! RIJCOSX wB97M-V def2-TZVPD def2/J DEFGRID3
* xyz 0 1
C -0.590 1.640 -0.318
C -0.687 0.287 0.268
C 1.427 -0.473 0.409
C 0.217 -0.705 1.058
O 1.680 -0.841 -0.862
N -1.702 -2.023 -0.214
C -1.014 -1.005 0.085
H 2.460 -0.379 -1.195
H -2.440 -1.762 -0.871
H 2.242 0.037 0.919
H 0.166 -0.790 2.141
H -1.601 2.017 -0.498
H -0.092 2.337 0.361
H -0.066 1.661 -1.284
*
```

Energy above the lowest of the compared OMol25 structures with the same formula, charge and spin in kJ/mol: 487.7
Electronic energy in hartree: -324.53869

***

> Number 1 is which compound?

C9H30N14O13Pb2

***

> Number 4 is which compound?

C23H49N6O9P3

***

> Which of these has the lowest electronic energy?

C32H31BBrN8O5Ti

***

> Which of these has the lowest electronic energy?

C32H31BBrN8O5Ti